# 1
# C6H13N3

A structure of composition C6H13N3 (the ωB97M-V functional and the def2-TZVPD basis, the OMol25 dataset).

Positions of all 22 atoms, in Å:
C -2.542 0.060 1.880
C 0.728 1.548 -0.159
C 1.427 -0.468 0.880
C 1.642 -0.267 -1.648
C -0.545 -0.564 -0.641
C 0.787 0.011 -0.410
N -1.228 0.090 1.677
N -2.848 -0.395 0.562
N -1.423 -0.515 0.500
H -3.202 0.114 2.724
H 0.061 1.746 0.718
H 0.365 2.132 -1.060
H 1.829 1.779 -0.049
H 1.145 -1.502 1.170
H 1.106 0.139 1.646
H 2.552 -0.397 0.743
H 1.998 -1.290 -1.629
H 0.977 -0.166 -2.499
H 2.507 0.439 -1.722
H -1.045 0.177 -1.852
H -0.722 -1.551 -1.016
H -3.571 -1.121 0.186

## Properties
- HOMO level: -0.3012 hartree
- Spin multiplicity: 1

=====

# 2
# C3H5NO2P

A cluster of 2 separate species, C3H5NO2P in total (the ωB97M-V functional and the def2-TZVPD basis, the OMol25 dataset).

Positions of all 12 atoms, in Å:
C 1.577 1.058 -0.497
C -1.354 0.156 -0.509
C -0.620 -0.230 0.750
N 2.010 2.037 -0.871
O 2.063 -0.578 1.509
O 1.178 -2.166 -1.378
P 1.164 -0.509 0.341
H -2.181 0.527 -0.099
H -0.749 0.956 -0.868
H -1.316 -0.707 -1.185
H -1.059 -1.054 1.314
H -0.713 0.510 1.492

## Properties
- Total charge: -1
- HOMO level (spin up / spin down): -0.1611 / -0.1527 hartree
- Spin multiplicity: 1

=====

# 3
# H36O18

A cluster of 18 separate species, H36O18 in total (the ωB97M-V functional and the def2-TZVPD basis, the OMol25 dataset).

Positions of all 54 atoms, in Å:
O -2.244 0.515 -1.295
H -2.876 -0.047 -1.785
H -1.907 -0.116 -0.599
O 1.682 -0.293 1.258
H 1.530 -1.250 1.113
H 0.810 0.137 1.434
O -1.849 -3.391 -3.576
H -1.065 -2.842 -3.687
H -1.702 -3.997 -2.821
O -1.294 -4.450 -1.136
H -2.104 -4.111 -0.637
H -1.261 -5.416 -1.062
O 0.954 0.946 -2.723
H 1.565 1.023 -1.966
H 0.172 1.518 -2.572
O -1.078 2.724 -1.986
H -1.776 3.256 -2.359
H -1.536 1.907 -1.680
O -1.458 -1.380 0.841
H -0.719 -1.884 0.409
H -1.098 -0.544 1.206
O 0.511 2.939 0.134
H -0.087 3.202 -0.604
H 1.287 2.550 -0.280
O 2.786 0.687 3.977
H 2.758 0.111 3.211
H 3.354 1.397 3.590
O 0.274 -1.007 -2.422
H 1.039 -0.397 -2.570
H -0.506 -0.466 -2.312
O -3.276 -3.079 -0.309
H -3.261 -2.553 -1.149
H -2.705 -2.431 0.183
O -3.423 -1.512 -2.597
H -4.357 -1.785 -2.626
H -2.887 -2.189 -3.135
O 2.626 1.191 -0.725
H 2.520 0.558 0.003
H 3.533 1.548 -0.795
O 1.600 3.604 2.550
H 1.243 3.000 3.232
H 0.968 3.620 1.823
O 0.376 1.660 4.172
H 1.255 1.170 4.133
H -0.144 1.382 4.933
O -0.710 1.048 1.694
H -0.328 1.800 1.180
H -0.614 1.229 2.659
O 0.731 -2.530 -0.209
H 0.160 -3.304 -0.279
H 0.776 -2.047 -1.075
O 4.123 2.454 2.307
H 4.343 3.079 2.981
H 3.288 2.765 1.949

## Properties
- HOMO level: -0.3682 hartree
- Spin multiplicity: 1

=====

# 4
# C22H44BeNO22

A structure of composition C22H44BeNO22 (the ωB97M-V functional and the def2-TZVPD basis, the OMol25 dataset).

Positions of all 90 atoms, in Å:
Be 1.634 0.829 1.921
N -0.743 -0.478 0.205
O -0.888 0.487 0.861
O 0.392 -0.857 0.132
O -1.693 -1.074 -0.259
C -3.168 2.767 -2.513
C -2.212 3.772 -3.214
C -1.421 2.836 -4.117
O -1.255 1.623 -3.362
C -2.287 1.521 -2.381
H -3.855 2.624 -3.347
H -3.645 3.081 -1.585
H -1.544 4.324 -2.554
H -2.691 4.580 -3.766
H -0.406 3.210 -4.251
H -1.963 2.769 -5.061
H -1.822 1.571 -1.396
H -2.863 0.607 -2.528
C 5.883 1.825 0.358
O 5.714 0.560 -0.250
C 4.549 -0.077 -0.209
O 3.535 0.367 0.317
O 4.671 -1.175 -0.923
C 3.684 -2.159 -1.000
H 5.276 2.578 -0.145
H 6.913 2.147 0.210
H 5.609 1.927 1.408
H 3.667 -2.381 -2.067
H 2.706 -1.789 -0.691
H 3.861 -3.139 -0.558
C -6.359 -6.541 2.205
O -6.025 -5.623 1.130
C -4.789 -5.020 1.048
O -3.783 -5.173 1.853
O -4.822 -4.359 -0.150
C -3.647 -3.617 -0.459
H -5.946 -6.178 3.147
H -5.898 -7.512 2.026
H -7.432 -6.392 2.319
H -3.727 -3.578 -1.545
H -2.678 -4.080 -0.272
H -3.718 -2.605 -0.061
C 1.162 -1.003 6.111
O -0.177 -1.361 5.687
C -0.514 -1.198 4.357
O 0.276 -0.769 3.489
O -1.682 -1.900 4.174
C -2.039 -2.563 2.923
H 1.437 -0.048 5.663
H 1.915 -1.769 5.927
H 1.172 -0.845 7.190
H -2.523 -1.955 2.158
H -2.544 -3.523 3.031
H -1.091 -2.799 2.439
C -1.990 3.244 1.740
O -1.556 3.899 2.991
C -0.556 3.243 3.609
O 0.035 2.207 3.245
O -0.322 3.965 4.646
C 0.637 3.601 5.608
H -2.938 3.593 1.333
H -2.138 2.204 2.032
H -1.238 3.342 0.957
H 1.004 2.577 5.675
H 0.227 3.946 6.557
H 1.479 4.274 5.446
C 1.988 5.227 0.646
O 2.257 4.440 -0.516
C 1.853 3.186 -0.750
O 1.237 2.382 -0.034
O 2.227 2.867 -1.985
C 1.939 1.540 -2.490
H 2.863 5.261 1.296
H 1.049 4.941 1.119
H 1.873 6.274 0.365
H 2.361 0.825 -1.783
H 2.362 1.348 -3.476
H 0.866 1.369 -2.405
C 3.634 -2.936 -6.231
O 3.000 -2.279 -5.191
C 1.962 -2.917 -4.562
O 1.446 -3.978 -4.978
O 1.541 -2.147 -3.562
C 0.174 -2.144 -3.326
H 4.445 -2.421 -6.747
H 2.892 -2.976 -7.028
H 3.955 -3.950 -5.990
H -0.165 -3.035 -2.797
H -0.427 -2.176 -4.235
H -0.186 -1.259 -2.801

## Properties
- ⟨S²⟩: 0.750
- HOMO level (spin up / spin down): -0.2600 / -0.2999 hartree
- Spin multiplicity: 2

=====

# 5
# C16H48O8S8

A cluster of 8 separate species, C16H48O8S8 in total (the ωB97M-V functional and the def2-TZVPD basis, the OMol25 dataset).

Positions of all 80 atoms, in Å:
C 2.088 -3.978 5.151
S 2.204 -2.175 5.487
O 1.733 -1.497 4.177
C 0.978 -2.097 6.836
H 1.357 -4.288 4.405
H 1.778 -4.448 6.085
H 3.029 -4.481 4.929
H 1.351 -2.671 7.684
H 0.009 -2.506 6.553
H 0.986 -1.060 7.173
C -2.450 2.831 -2.160
S -1.857 2.691 -3.917
O -1.307 1.273 -4.085
C -3.518 2.794 -4.765
H -3.189 2.031 -2.126
H -2.680 3.847 -1.838
H -1.616 2.602 -1.496
H -4.074 3.538 -4.195
H -4.014 1.829 -4.664
H -3.575 3.210 -5.771
C 0.973 3.442 0.103
S 2.361 4.574 -0.370
O 2.770 5.379 0.880
C 3.640 3.311 -0.803
H 0.677 2.754 -0.689
H 0.126 3.988 0.517
H 1.263 2.780 0.919
H 3.397 2.915 -1.789
H 3.617 2.396 -0.211
H 4.641 3.739 -0.846
C 3.376 2.852 5.289
S 4.586 1.488 5.451
O 4.265 0.719 6.716
C 3.875 0.505 4.094
H 2.338 2.609 5.518
H 3.392 3.382 4.337
H 3.605 3.581 6.066
H 4.060 -0.547 4.311
H 4.224 0.757 3.093
H 2.795 0.644 4.041
C -3.459 -1.385 -3.973
S -2.822 -1.301 -5.702
O -2.258 -2.636 -6.207
C -4.494 -1.194 -6.546
H -4.103 -2.262 -4.047
H -4.032 -0.511 -3.663
H -2.662 -1.597 -3.260
H -5.082 -0.395 -6.095
H -4.999 -2.116 -6.255
H -4.504 -1.008 -7.620
C -4.231 -1.185 3.500
S -2.979 -1.743 4.764
O -3.671 -2.774 5.698
C -1.911 -2.505 3.510
H -4.924 -1.986 3.242
H -3.808 -0.782 2.580
H -4.836 -0.403 3.958
H -2.382 -3.344 2.997
H -0.972 -2.848 3.947
H -1.727 -1.775 2.723
C 0.907 -1.111 -4.939
S 2.486 -0.272 -4.636
O 3.226 -1.150 -3.601
C 3.232 -0.985 -6.202
H 0.256 -0.516 -5.580
H 0.562 -1.312 -3.925
H 0.921 -2.164 -5.218
H 4.222 -0.536 -6.286
H 2.755 -0.699 -7.140
H 3.307 -2.072 -6.203
C 0.758 -0.647 1.291
S -0.803 -0.141 0.402
O -0.875 1.432 0.498
C -0.369 -0.585 -1.344
H 1.605 -0.656 0.605
H 0.449 -1.638 1.626
H 0.846 0.139 2.041
H 0.412 0.069 -1.732
H -1.231 -0.502 -2.006
H -0.021 -1.617 -1.291

## Properties
- ⟨S²⟩: 0.758
- Total charge: +1
- HOMO level (spin up / spin down): -0.3664 / -0.3664 hartree
- Spin multiplicity: 2